Molecular formula: C58H37CuI4N5O2
Method: DFT, the ωB97M-V functional and the def2-TZVPD basis

Output
net charge	0
expectation value of S²	0.753
E_HOMO (spin up / spin down)	-6.83 / -6.80	eV
LUMO energy (spin up / spin down)	-0.0389 / -0.0383	hartree
multiplicity	2
E	-5487.95990	Eh

Element x y z (Å)
Cu  0.245702  -0.870894  -0.430606
I  -5.553217  -8.728904  -0.864523
C  -4.372901  -6.973396  -0.801776
C  -4.980016  -5.756869  -0.548005
C  -4.206023  -4.612138  -0.488857
C  -2.829891  -4.678723  -0.671203
C  -2.239020  -5.912571  -0.930827
C  -3.006493  -7.060625  -0.999130
C  -1.975688  -3.476960  -0.584290
C  -2.080230  -2.498602  -1.569493
C  -3.079584  -2.452595  -2.601984
C  -2.948157  -1.254998  -3.222730
C  -1.827326  -0.594201  -2.612000
C  -1.323031  0.660314  -2.966376
C  -2.160398  1.601102  -3.734976
C  -2.629039  1.357828  -5.021540
C  -3.429705  2.285001  -5.664639
C  -3.775053  3.457274  -5.018179
I  -4.995763  4.876465  -6.001328
C  -3.318075  3.720428  -3.739343
C  -2.510630  2.796864  -3.105699
C  -0.046745  1.092945  -2.600353
N  0.796091  0.505750  -1.725819
C  2.018400  1.064630  -1.901916
C  3.165061  0.756259  -1.170593
C  4.475835  1.278092  -1.612959
C  5.467535  0.384546  -2.014247
C  6.690658  0.835446  -2.477974
C  6.944179  2.194927  -2.515056
I  8.820630  2.906911  -3.198388
C  5.987094  3.102433  -2.101206
C  4.756215  2.638906  -1.673171
C  3.129033  -0.043330  -0.028460
C  4.239659  -0.249835  0.859148
C  3.775905  -0.979313  1.900953
C  2.394435  -1.257111  1.624441
N  2.036002  -0.669496  0.463331
C  1.615099  -2.141266  2.368492
C  0.443269  -2.718024  1.884624
C  -0.214217  -3.832148  2.512626
C  -1.157256  -4.264081  1.642020
C  -1.113445  -3.380126  0.507870
N  -0.145177  -2.451367  0.693265
C  2.143407  -2.620089  3.665434
C  2.143773  -1.787297  4.778899
C  2.588018  -2.245609  6.006701
C  3.047280  -3.545077  6.121771
I  3.692308  -4.266527  8.007059
C  3.078927  -4.383613  5.022093
C  2.622622  -3.919819  3.802026
C  1.952318  2.032821  -2.960410
C  0.657901  2.097212  -3.348600
N  -1.315456  -1.381089  -1.633875
H  -6.045695  -5.696084  -0.387291
H  -4.667419  -3.658177  -0.278874
H  -1.170491  -5.970202  -1.083293
H  -2.542355  -8.014945  -1.197405
H  -3.775754  -3.235851  -2.833035
H  -3.543727  -0.855927  -4.021005
H  -2.341614  0.453178  -5.539251
H  -3.777435  2.093437  -6.667683
H  -3.587476  4.636223  -3.237412
H  -2.149487  2.987422  -2.104152
H  5.273762  -0.676816  -1.973153
H  7.434563  0.130812  -2.818782
H  6.192384  4.162143  -2.119419
H  4.005111  3.345270  -1.366754
H  5.229072  0.128294  0.696969
H  4.311361  -1.356737  2.749291
H  0.041357  -4.224820  3.478166
H  -1.825390  -5.093918  1.759597
H  1.772439  -0.777467  4.681671
H  2.563906  -1.596614  6.868607
H  3.444505  -5.394567  5.112995
H  2.638105  -4.572151  2.941344
H  2.794530  2.576237  -3.341398
H  0.219958  2.695029  -4.123634
C  -1.759706  5.229021  0.812058
O  -1.249824  4.219527  1.651006
C  0.050510  3.845814  1.503396
C  0.920291  4.417146  0.583270
C  2.253552  4.048385  0.544736
C  2.745011  3.083240  1.404735
C  1.893013  2.506460  2.326273
C  0.553560  2.871905  2.389384
N  -0.233260  2.377290  3.435979
C  -1.556911  2.191562  3.436146
C  -2.374733  1.901416  2.360325
C  -3.769494  2.149649  2.517924
C  -4.653951  1.942341  1.511533
C  -4.205272  1.371938  0.295761
C  -2.903034  1.036153  0.128351
C  -1.887116  1.284208  1.121661
O  -0.701799  0.938564  0.963628
H  -2.812449  5.315994  1.073561
H  -1.672845  4.958533  -0.244245
H  -1.261278  6.190811  0.978605
H  0.568771  5.182798  -0.090578
H  2.900978  4.552436  -0.157588
H  3.783451  2.788262  1.372412
H  2.260231  1.763158  3.019040
H  0.244923  2.298896  4.324643
H  -2.033291  2.278120  4.408234
H  -4.104592  2.569506  3.459415
H  -5.693195  2.200000  1.636083
H  -4.917645  1.198066  -0.501120
H  -2.572920  0.565573  -0.780951

Force components x, y, z for each atom (eV/Å):
Cu 0.12 -0.15 -0.17
I 0.25 0.36 0.00
C -0.32 -0.42 0.01
C -0.16 -0.05 0.01
C 0.14 0.02 0.01
C -0.09 -0.14 -0.06
C -0.10 0.10 0.01
C -0.01 -0.19 0.00
C 0.21 0.35 -0.02
C 0.05 -0.09 0.03
C -0.01 0.08 -0.22
C -0.17 -0.06 0.18
C 0.05 0.06 -0.15
C 0.21 -0.39 0.23
C -0.14 0.11 -0.07
C 0.15 0.01 0.09
C -0.12 0.03 -0.16
C -0.26 0.34 -0.22
I 0.24 -0.29 0.20
C -0.06 0.16 -0.01
C 0.05 -0.17 -0.11
C -0.09 0.10 -0.24
N -0.19 -0.30 0.26
C 0.25 0.01 -0.05
C -0.36 -0.15 0.14
C 0.20 0.05 -0.16
C -0.07 0.08 0.01
C 0.15 -0.04 -0.05
C 0.51 0.21 -0.14
I -0.45 -0.20 0.16
C 0.08 0.08 -0.10
C -0.01 -0.09 0.11
C 0.14 0.07 -0.09
C 0.03 -0.01 0.18
C 0.11 0.09 -0.04
C 0.04 -0.10 0.18
N -0.64 -0.11 -0.26
C -0.12 0.11 -0.34
C 0.15 -0.12 0.26
C -0.20 -0.04 -0.13
C 0.20 0.02 0.24
C -0.10 -0.21 -0.04
N 0.04 0.44 -0.20
C 0.03 -0.09 0.17
C 0.00 -0.09 -0.14
C 0.03 0.05 0.18
C 0.17 -0.16 0.48
I -0.13 0.18 -0.45
C 0.03 -0.13 0.09
C 0.03 0.14 -0.02
C -0.11 0.14 -0.04
C 0.20 0.14 -0.04
N 0.47 0.36 0.36
H -0.07 -0.03 0.00
H -0.05 0.08 0.02
H 0.07 0.01 0.01
H 0.02 -0.06 -0.02
H -0.15 -0.10 0.01
H -0.12 -0.01 -0.10
H 0.02 -0.05 0.00
H -0.03 -0.01 -0.09
H -0.04 0.11 0.03
H 0.00 -0.01 0.06
H -0.06 -0.11 -0.03
H 0.06 -0.04 0.03
H 0.01 0.07 -0.01
H -0.13 0.08 0.04
H 0.24 0.06 0.04
H 0.18 0.01 0.19
H -0.07 -0.12 0.11
H -0.16 -0.14 0.03
H -0.04 0.10 -0.01
H 0.01 0.05 0.07
H 0.04 -0.08 0.02
H -0.01 -0.05 -0.09
H 0.06 0.14 -0.14
H -0.01 0.16 -0.16
C -0.13 0.23 -0.16
O 0.50 -0.14 0.08
C 0.15 -0.03 0.18
C -0.17 0.02 -0.02
C -0.02 0.01 -0.04
C 0.08 0.08 0.00
C -0.31 0.07 -0.03
C 0.35 0.34 -0.49
N -0.25 -0.19 0.45
C -0.20 -0.29 -0.16
C 0.23 -0.31 0.03
C -0.26 0.07 -0.05
C -0.17 0.21 0.49
C 0.36 -0.02 -0.08
C -0.13 -0.05 -0.35
C -0.15 0.08 0.44
O 0.02 -0.07 -0.06
H 0.03 0.03 -0.05
H 0.00 -0.03 0.03
H 0.00 -0.10 0.01
H -0.05 0.03 -0.04
H 0.05 -0.01 -0.02
H 0.06 -0.02 -0.01
H 0.04 -0.15 0.04
H -0.17 0.14 -0.12
H 0.11 0.00 0.08
H -0.04 0.02 0.02
H -0.14 -0.02 0.05
H 0.01 -0.07 -0.05
H 0.02 0.01 -0.03

Atom charges from the Löwdin analysis, given in e for atoms 1 to 2: number 1, Cu, carries 0.662; number 2, I, carries 0.824

Molecular formula: C58H38MgN6O3
Method: DFT, the ωB97M-V functional and the def2-TZVPD basis

Output
net charge	-2
E_HOMO	-0.19	eV
LUMO energy	0.1479	hartree
E	-2987.48253	Eh

Element x y z (Å)
Mg  -0.167448  0.093665  -0.749076
C  0.098682  3.726508  6.317962
C  -0.859326  3.695935  5.312322
C  -0.670810  2.898773  4.192036
C  0.473714  2.116670  4.070364
C  1.429757  2.149390  5.081400
C  1.245281  2.952817  6.199080
C  0.668130  1.245742  2.878058
C  0.299792  -0.057964  2.974419
C  -0.649886  -0.818385  3.818434
C  -1.378524  -1.840355  3.284304
C  -1.403557  -2.060760  1.830653
N  -0.731507  -1.010749  1.185935
C  -1.922250  -2.944221  0.934920
C  -1.770481  -2.836649  -0.517393
C  -2.184024  -3.851155  -1.402610
C  -1.765112  -3.484111  -2.673296
C  -1.125391  -2.225862  -2.540723
C  -0.452533  -1.512809  -3.655615
C  -0.774919  -2.032656  -5.006371
C  0.210307  -2.506232  -5.878217
C  -0.104968  -2.960892  -7.153128
C  -1.422234  -2.975997  -7.585685
C  -2.420907  -2.532478  -6.723295
C  -2.101688  -2.072949  -5.457303
C  0.437610  -0.463823  -3.565210
N  0.830285  0.169514  -2.419513
C  1.640784  1.229306  -2.716036
C  2.150593  2.152770  -1.837447
C  3.021362  3.220713  -2.406161
C  4.388618  3.262969  -2.122239
C  5.207103  4.247528  -2.654429
C  4.674693  5.223829  -3.489136
C  3.317296  5.202942  -3.775699
C  2.501910  4.217488  -3.232192
C  1.933131  2.260757  -0.380715
C  2.462335  3.290183  0.429988
C  2.013389  3.045516  1.727312
C  1.249137  1.874148  1.685107
N  1.193059  1.408752  0.374657
C  1.827957  1.237883  -4.179901
C  1.089091  0.243310  -4.689921
N  -1.145326  -1.828068  -1.251269
C  -2.678456  -4.108237  1.475811
C  -3.920031  -3.925164  2.077657
C  -4.611280  -4.998488  2.624950
C  -4.066723  -6.273474  2.577415
C  -2.826573  -6.465977  1.980771
C  -2.138496  -5.392393  1.435846
H  -0.046904  4.353378  7.189965
H  -1.755291  4.299080  5.397475
H  -1.404624  2.876590  3.394779
H  2.321311  1.541414  4.973747
H  1.998437  2.975190  6.978305
H  -0.770321  -0.561818  4.864592
H  -2.005814  -2.441952  3.932905
H  -2.706051  -4.757075  -1.133005
H  -1.884941  -4.050100  -3.583318
H  1.235984  -2.526523  -5.531470
H  0.683914  -3.320042  -7.805070
H  -1.671798  -3.335222  -8.577545
H  -3.455949  -2.537565  -7.046594
H  -2.879309  -1.722930  -4.790048
H  4.803021  2.500139  -1.473444
H  6.266491  4.251074  -2.423038
H  5.312550  5.993318  -3.908728
H  2.886907  5.962126  -4.419106
H  1.439154  4.205608  -3.442484
H  3.065523  4.122352  0.102273
H  2.224521  3.634630  2.608540
H  2.433699  1.942251  -4.729435
H  0.967222  0.004476  -5.733889
H  -4.344375  -2.928625  2.106409
H  -5.579083  -4.837001  3.084919
H  -4.604518  -7.113039  3.001874
H  -2.392356  -7.458055  1.941322
H  -1.172221  -5.532818  0.968031
O  2.193037  -2.606718  3.480349
C  3.112126  -1.654001  3.141663
C  4.249458  -1.429060  3.905971
C  5.164478  -0.462368  3.506762
C  4.954628  0.262787  2.345638
C  3.815482  0.028652  1.584372
C  2.885849  -0.919050  1.980607
C  1.642251  -1.130297  1.156892
O  1.658834  -1.537259  0.013937
N  0.493530  -0.793324  1.792599
N  -1.405729  0.188901  0.972290
C  -2.677349  0.236036  0.971278
C  -3.324708  1.374474  0.339135
C  -4.579241  1.794488  0.778193
C  -5.254200  2.845206  0.185587
C  -4.648261  3.473152  -0.911931
C  -3.432731  3.058107  -1.398740
C  -2.694516  1.980483  -0.811398
O  -1.594323  1.594096  -1.315145
H  2.332211  -2.871837  4.393688
H  4.417799  -2.010335  4.806930
H  6.044745  -0.280508  4.112550
H  5.656742  1.027639  2.040487
H  3.613593  0.610122  0.692693
H  -3.278728  -0.589091  1.361057
H  -5.024596  1.276042  1.624235
H  -6.220819  3.167418  0.552134
H  -5.155508  4.302025  -1.397784
H  -2.980802  3.538100  -2.258835

Force components x, y, z for each atom (eV/Å):
Mg -0.72 0.22 0.15
C 0.02 -0.01 0.01
C 0.00 -0.01 -0.03
C -0.01 0.06 -0.02
C 0.07 -0.02 -0.02
C -0.03 -0.04 0.01
C -0.01 0.01 0.02
C -0.04 0.07 0.09
C 0.07 -0.08 -0.07
C 0.05 0.06 0.02
C -0.06 -0.04 -0.02
C 0.02 -0.01 0.00
N 0.19 0.06 -0.21
C -0.02 -0.01 0.01
C -0.03 0.05 0.04
C 0.02 -0.04 -0.03
C -0.01 0.04 -0.01
C 0.12 -0.02 -0.05
C -0.01 -0.01 0.09
C -0.03 0.00 -0.08
C -0.04 -0.01 0.06
C 0.00 -0.01 0.01
C -0.01 0.00 0.00
C 0.00 -0.01 -0.03
C 0.06 0.03 0.02
C -0.07 0.04 0.08
N 0.16 -0.03 -0.10
C -0.08 -0.04 -0.01
C 0.04 0.04 0.04
C 0.00 0.01 -0.01
C 0.01 -0.01 0.00
C -0.01 0.01 -0.01
C 0.00 0.00 0.00
C 0.00 0.00 0.00
C -0.01 0.01 0.00
C 0.04 -0.04 0.00
C -0.03 0.03 0.03
C 0.07 0.04 0.00
C -0.08 -0.04 0.00
N 0.11 -0.05 -0.04
C 0.02 0.01 0.00
C -0.04 -0.08 -0.02
N 0.03 0.06 -0.01
C 0.01 0.00 0.00
C -0.01 0.00 -0.01
C 0.00 0.00 0.00
C 0.00 0.00 0.00
C -0.01 0.00 0.00
C 0.00 0.01 0.00
H 0.00 0.00 0.00
H 0.00 0.00 0.00
H 0.00 0.00 0.00
H 0.00 0.00 0.00
H 0.00 0.00 0.00
H 0.01 0.01 -0.01
H 0.00 0.00 -0.01
H 0.00 0.00 -0.01
H -0.01 -0.02 -0.02
H 0.02 0.02 -0.01
H 0.00 0.00 0.00
H 0.00 0.00 0.00
H 0.00 0.00 0.00
H -0.01 0.00 0.01
H 0.00 0.00 0.00
H 0.00 0.00 0.00
H 0.00 0.00 0.00
H 0.00 0.00 0.00
H 0.00 0.00 0.00
H 0.00 0.00 0.00
H 0.00 -0.02 0.01
H -0.01 -0.01 -0.01
H 0.01 -0.02 -0.04
H 0.00 0.00 0.00
H 0.00 0.00 0.00
H 0.00 0.00 0.00
H 0.00 0.00 0.00
H 0.00 0.00 0.00
O -0.02 0.01 -0.01
C 0.02 -0.01 0.02
C 0.02 0.04 -0.04
C 0.00 -0.01 0.04
C -0.02 0.02 -0.03
C 0.03 0.05 -0.01
C -0.11 -0.14 0.01
C -0.02 0.10 0.15
O 0.19 -0.10 -0.05
N -0.03 0.05 0.15
N 0.12 -0.08 -0.10
C 0.00 0.02 -0.01
C 0.00 0.00 0.00
C 0.00 0.00 0.00
C 0.02 0.00 0.00
C -0.02 0.01 0.00
C 0.01 -0.02 0.01
C -0.01 -0.01 0.04
O 0.13 -0.12 0.02
H 0.01 -0.01 0.01
H -0.01 -0.01 0.00
H 0.00 0.00 0.00
H 0.00 0.00 -0.01
H -0.01 0.00 -0.01
H 0.00 0.01 0.00
H 0.00 0.00 0.00
H 0.00 0.00 0.00
H 0.00 0.00 0.00
H 0.00 0.00 0.00

Atom charges from the Löwdin analysis, given in e for atoms 1 to 2: number 1, Mg, carries 0.634; number 2, C, carries -0.120